Entry 1:
Computed, not measured: a gas-phase ion, C3H6N3 (charge +1) in a non-equilibrium geometry, with wB97M-V/def2-TZVPD.

XYZ file:
```
12
Properties=species:S:1:pos:R:3:mulliken_charge:R:1
N 0.5497 -0.2428 -1.3408 -0.1797
H 2.0846 0.8746 0.9936 0.3250
N -0.3785 -1.1517 -1.6559 -0.2783
C 1.1471 1.2332 0.4333 -0.7953
H -1.5050 0.3389 0.8078 0.3602
C -0.7399 -0.4393 0.4867 -0.2876
C -1.2207 -1.2238 -0.6587 -0.1709
N 0.4916 0.0803 -0.1197 0.5966
H 0.5261 1.7577 1.0255 0.3492
H -0.6104 -1.1678 1.1972 0.2939
H -2.0357 -1.9004 -0.8761 0.4443
H 1.6910 1.8412 -0.2929 0.3427
```

Summary:
Total charge: +1
Structure (SMILES): C[N+]1=NN=CC1
Max |F|: 0.116 hartree/bohr
E_LUMO: -6.63 eV
Energy relative to the best compared isomer or geometry (same formula, charge and spin): 301.5 kJ/mol
Gap between HOMO and LUMO: 10.03 eV
HOMO: -16.65 eV

Entry 2:
Computed, not measured: a molecular structure, C11H43NO11 in a non-equilibrium geometry, with wB97M-V/def2-TZVPD.

XYZ file:
```
66
Properties=species:S:1:pos:R:3:mulliken_charge:R:1
H -1.5801 -2.8228 1.3905 0.3174
H 1.1611 1.8627 2.2222 0.3254
O -3.4117 -0.4170 -0.5948 -0.7387
H -0.6346 4.8488 -0.7147 0.2937
H -1.2311 0.5558 1.8413 0.4630
H -0.7446 -1.9922 -3.1231 0.3424
H -0.6701 -0.0083 0.2480 0.3980
O 0.5822 -0.1913 -2.1590 -1.0702
O 2.0896 -2.1257 -0.7627 -0.6285
N -0.2055 2.4010 -0.8712 1.4495
H -3.5604 -2.2728 -1.3939 0.3486
O -1.8210 -3.2355 2.2393 -0.7203
H 2.1910 -2.8410 -1.3988 0.3037
H -3.7032 -0.6946 0.2823 0.3315
H -0.0448 4.0112 1.6235 0.3746
C -0.7938 3.2374 1.4547 -1.9006
H -0.1175 3.2152 -3.4316 0.3723
H 2.4025 1.9975 -1.2948 0.3441
H -2.0963 1.0775 0.4592 0.5063
O -0.9371 -1.1048 -2.7929 -0.2842
H 1.6432 -1.4135 -1.2582 0.3842
C 0.8524 3.1681 -2.9356 -1.8650
H -4.9551 -2.8761 -1.2498 0.2931
O -4.0729 -3.0779 -1.5756 -0.6950
H 2.1420 -3.6028 2.1365 -0.0900
C 2.4818 -4.5619 1.7419 -0.0942
H -1.3406 -3.8622 -0.4002 0.3303
H 0.4477 -2.2269 -0.1222 0.2228
C 0.7602 3.3735 -1.4371 1.6913
H 0.4745 0.7537 -1.9050 0.1377
C -0.2344 2.1011 0.5803 1.6881
H 2.1195 3.8089 1.2134 0.3627
H 1.5315 3.8859 -3.3935 0.4735
H 2.1050 -1.3067 3.1259 0.3752
H -1.5157 1.8141 -2.1021 0.2594
O -0.5200 -2.3007 -0.1049 0.1158
H -1.5916 -0.7523 -3.4064 0.2693
H -2.7666 -3.4002 2.1859 0.2938
C 2.1365 2.9617 -0.8485 -1.3406
H 1.2619 2.1719 -3.1082 0.3916
H 1.7819 -4.9095 0.9762 0.1763
C 1.0461 -1.1046 2.9590 -0.4099
H 2.7821 -5.2117 3.5960 0.3136
O -1.8071 -4.5734 -0.8763 -0.7009
H 0.8106 -1.0623 1.8943 -0.1295
H -1.1704 2.8543 2.4022 0.4625
H -1.6169 3.7748 0.9774 0.3317
O 0.2445 -2.0183 3.6729 -0.5553
C 2.2017 2.8642 0.6749 -0.8835
O -1.5102 2.4970 -1.4237 -0.6449
H -2.8313 0.3347 -0.4281 0.3087
H 0.9626 5.2114 -0.1886 0.2788
H 3.3825 -4.4270 1.1326 0.2705
H -0.3522 -2.4611 3.0612 0.4331
H 2.9474 3.5760 -1.2498 0.4167
H 0.7732 -0.1333 3.3827 0.3005
O 2.4516 -5.5342 2.7561 -0.5405
H 3.2480 2.5749 0.8082 0.4610
C 1.1999 1.8219 1.1326 -0.6704
H -0.3100 -0.5031 -2.3596 0.0469
C -1.0843 0.8366 0.7986 -2.2912
H 1.5459 0.8184 0.8793 0.0286
H 0.4408 5.5792 -1.8233 0.4155
H -0.8284 -1.6708 -0.7738 -0.1587
H -2.5497 -4.1115 -1.2994 0.3797
C 0.4073 4.8188 -1.0414 -1.6715
```

Summary:
Max |F|: 0.329 hartree/bohr
E_LUMO: -0.49 eV
Energy relative to the best compared isomer or geometry (same formula, charge and spin): 420.8 kJ/mol
Gap between HOMO and LUMO: 8.60 eV
HOMO: -9.09 eV

Entry 3:
Computed, not measured: C6H12O2 in the gas phase in a non-equilibrium geometry, with wB97M-V/def2-TZVPD.

XYZ file:
```
20
Properties=species:S:1:pos:R:3:mulliken_charge:R:1
O -0.8605 -1.4972 0.4789 -0.5310
H -1.3618 0.7988 -1.1832 0.3536
H 2.3190 1.5161 -1.4559 0.2337
H 0.4101 -0.8803 -1.5432 0.3152
H -2.3508 1.3230 1.5183 0.3616
C -2.3108 0.2652 1.2699 -1.4829
O 2.0521 -1.2330 0.6368 -0.5141
C 1.9803 -0.0176 0.0011 -0.2232
C -0.9278 -0.1087 0.7522 0.3774
H -2.5457 -0.3137 2.1603 0.3441
C 2.0787 0.4591 -1.3941 -0.4769
H 2.5886 -0.1432 -2.1371 0.2454
C -0.5207 0.7505 -0.4843 -1.0092
H 1.7175 -1.9223 0.0443 0.3270
H -3.0666 0.0589 0.5116 0.3859
H -0.2898 1.7628 -0.1494 0.3093
H -1.4936 -1.6897 -0.2256 0.3594
H -0.1849 0.0430 1.5403 0.3185
H 2.0902 0.7572 0.7522 0.3816
C 0.6765 0.0710 -1.0931 -0.0754
```

Summary:
Structure (SMILES): C[C@@H](O)C[C@H]1C[C@@H]1O
Max |F|: 0.063 hartree/bohr
E_LUMO: 0.93 eV
Energy relative to the best compared isomer or geometry (same formula, charge and spin): 295.4 kJ/mol
Gap between HOMO and LUMO: 8.79 eV
HOMO: -7.87 eV

Entry 4:
Computed, not measured: a gas-phase ion, C27H40N5O (charge +1) in a non-equilibrium geometry, with wB97M-V/def2-TZVPD.

XYZ file:
```
73
Properties=species:S:1:pos:R:3:mulliken_charge:R:1
C -2.9793 3.3568 0.0964 -1.4360
C -3.3671 -1.0363 -1.1483 -1.5809
H -3.0286 -2.0912 -1.1524 0.1759
N -7.2855 -1.7877 3.1237 0.1900
C -6.6557 -0.7532 3.9274 -0.9294
H -8.0017 -4.5337 0.0455 0.3136
H 0.9885 2.1146 3.2292 0.4345
N -2.1732 -1.0181 1.0316 0.8105
C -0.8706 2.0117 2.1513 -0.0280
H -5.6920 -2.9080 -0.2954 0.1922
H -0.8439 2.9620 1.6269 0.4122
H -5.7476 -4.4179 -4.3192 0.3785
H 0.4499 0.4664 2.7800 0.3144
H -0.2281 2.9658 -0.0678 0.2868
H -3.9880 1.7964 -1.9422 0.3230
H -5.8135 -1.1766 4.4960 0.3089
C -5.8922 -3.3664 -4.0484 -0.9779
H -8.3588 -2.7698 4.7299 0.4832
C -3.5531 -2.7207 2.1497 -0.9821
H -0.2353 1.9738 -1.5414 0.3550
H -2.4072 1.3329 -2.6591 0.3949
H -1.1920 2.7775 4.1429 0.4277
H -2.2626 -2.9963 0.4482 0.2600
C -7.1612 -2.0169 1.7902 0.3891
H -3.0359 4.2802 -0.4964 0.4676
H -3.0287 -0.5496 -2.0742 0.5656
H -9.3195 -4.2993 2.6753 0.4638
H -0.1551 -2.4680 1.7015 0.4113
H -5.1715 0.0442 -1.0303 0.7356
H -6.3337 0.3620 -3.0119 0.3750
C -2.9309 2.0807 -2.0495 -2.0314
H 1.1650 1.5479 1.5550 0.3208
N -1.5345 0.9789 1.3148 1.1263
C -5.2473 -2.8591 -2.9099 -0.0180
N -8.0373 -3.0115 1.4922 0.2282
C 0.5251 1.5073 2.4437 -1.3708
C -6.7152 -2.5364 -4.8154 -0.4122
H -7.4804 -0.5207 -5.0716 0.3828
H -2.8964 3.0326 -2.5991 0.5315
C -8.1439 -2.7299 3.6764 -0.5540
H -4.6202 -3.5115 -2.2953 0.3292
H -4.4176 -2.4393 1.5437 -0.0011
H -6.3147 0.0683 3.2903 0.3218
H -1.1044 -2.0520 3.1427 0.3418
C -1.0698 -2.6917 2.2545 -1.5796
H -3.6406 -3.7895 2.3823 0.4709
H -2.4572 3.5992 1.0296 0.2598
H -7.3965 -0.3778 4.6480 0.3922
C -6.2292 -0.6884 -3.3258 -0.2052
C -2.2324 2.2765 -0.7017 1.9271
H -2.6898 2.4741 3.2256 0.3281
C -1.6775 2.1041 3.4267 -1.3899
C -6.3589 -1.1776 0.8575 1.4712
H -3.9992 3.0304 0.3423 0.3078
N -1.5205 -0.2448 1.8833 -1.1536
O -6.3663 0.0651 1.0254 -0.9064
H -1.0503 -3.7405 2.5529 0.4569
H -0.8384 3.6600 -1.5765 0.4591
C -5.5914 -1.8200 -0.1541 -2.2428
C -0.7907 2.7386 -0.9821 -1.5165
C -8.4156 -3.5245 0.1881 -0.9851
C -2.6586 -0.3145 -0.0424 -0.0009
H -3.5779 -2.1459 3.0853 0.3326
C -2.2787 -2.4467 1.3933 0.2607
H -8.0866 -2.8687 -0.6269 0.3820
C -2.1986 0.9835 0.1252 0.0503
H -7.2345 -2.9343 -5.6904 0.3930
C -6.8621 -1.1895 -4.4640 -0.7865
H -1.7413 1.0954 3.8511 0.3596
C -8.6142 -3.4858 2.6629 -0.5355
C -4.8700 -1.0068 -1.1898 1.3829
C -5.4476 -1.5248 -2.5307 -0.0698
H -9.5127 -3.6013 0.1643 0.4074
```

Summary:
Total charge: +1
Structure (SMILES): CC(C)n1n[n+](C(C)C)c(C(C)(C)C)c1C[C@H](/C=C(\[O-])c1n(C)cc[n+]1C)c1ccccc1
Max |F|: 0.063 hartree/bohr
E_LUMO: -2.29 eV
Gap between HOMO and LUMO: 6.89 eV
HOMO: -9.17 eV

Entry 5:
Computed, not measured: 2 unconnected molecules or ions with the total composition C3H9IN3 in a non-equilibrium geometry, with wB97M-V/def2-TZVPD.

XYZ file:
```
16
Properties=species:S:1:pos:R:3:mulliken_charge:R:1
H 0.4773 2.3078 -0.1197 0.2417
H 1.0668 -2.0142 1.1033 0.2974
C -0.4126 0.5080 -0.4015 0.5672
H 0.8391 -2.0968 -0.5830 0.3593
N 0.4908 -0.2161 0.1047 0.0501
N -0.4339 1.8075 -0.4917 -0.3416
N -2.3282 -0.7610 -0.8954 -0.5532
H 1.4084 1.2302 1.3568 0.4657
H 2.3012 -0.3437 1.2460 0.2740
C 1.7353 0.4537 0.6051 -1.1023
C 0.4120 -1.6102 0.3442 -0.9014
H -1.2279 2.3338 -0.7689 0.2278
I -3.8355 -0.2345 0.2053 0.3307
H -2.3592 -0.3424 -1.8640 0.3234
H -0.5676 -1.9217 0.3285 0.4131
H 2.4338 0.8994 -0.1697 0.3481
```

Summary:
Total charge: +1
Max |F|: 0.083 hartree/bohr
E_LUMO (alpha / beta): -5.31 / -5.57 eV
Energy relative to the best compared isomer or geometry (same formula, charge and spin): 406.2 kJ/mol
Gap between HOMO and LUMO (alpha / beta): 7.79 / 7.57 eV
HOMO (alpha / beta): -13.10 / -13.14 eV

Entry 6:
Computed, not measured: a molecular structure, C35H102F2INO18S in a non-equilibrium geometry, with wB97M-V/def2-TZVPD.

XYZ file:
```
160
Properties=species:S:1:pos:R:3:mulliken_charge:R:1
H -6.4780 -1.7566 -3.2052 0.4255
H -5.9111 -1.3799 -0.2258 0.2162
H 0.0272 -1.6914 -2.5768 0.1497
H 1.9396 -3.3759 -2.2442 0.1421
H 7.0551 -2.9584 -3.5381 0.2075
H 1.9457 -5.1080 -3.8045 0.2864
C 6.8836 -5.6638 -1.2960 0.3288
H 5.7611 -1.1031 -5.6079 0.3093
H -4.8327 1.5174 -3.0620 0.2095
H -0.5876 -2.6111 2.4195 0.1710
H 6.4703 -3.0090 2.5551 0.3053
H 5.4851 -2.4770 0.3517 0.3586
C -0.9543 2.5182 1.3999 -0.3355
H -2.3689 10.2972 0.4827 0.2650
C -7.4133 -5.5829 -3.8262 -0.1880
H 11.4206 -0.2355 -4.2274 0.2947
H 8.4447 -6.8504 -2.1851 0.3736
H -6.2193 -3.0541 -2.0420 0.1476
C 6.1878 -2.4694 -3.9852 0.0492
H -1.6661 11.2076 -2.9340 0.3305
H -4.3742 7.7985 -0.8251 0.1043
H 7.8672 -3.1994 0.7068 0.1374
O 2.2306 -0.9530 -1.4832 -0.4698
C 1.7328 -5.2475 -2.7372 -0.4686
H 6.4137 -5.4061 -2.2444 0.1258
C -0.1610 0.3735 -1.9920 0.0955
C 1.4619 7.8777 9.5055 -1.0445
C -2.8831 10.2978 -1.3961 -0.1597
H -0.8670 9.9011 -2.0419 0.3011
H -4.4763 -3.6494 7.5765 0.3753
H -3.0483 -3.3282 5.5423 0.2579
O -4.4171 -1.1165 -1.5777 -0.2373
H 3.3457 2.9022 4.1798 0.2803
H 9.4629 1.0161 -4.0501 0.2533
H 8.8215 -6.2757 -0.5611 0.3620
C -5.8094 -1.0887 -1.2696 -0.2631
H 5.4920 -3.2516 -4.3113 0.2248
H 7.3122 -0.8434 -4.8151 0.1834
H -6.7278 -3.3747 1.4790 0.2424
H -7.4790 -5.4026 -4.9052 0.2782
I 0.4995 0.9212 -4.8530 0.1918
H -5.4650 -5.5028 -3.7270 0.2422
H -7.5071 -7.2427 -2.4578 0.2846
H -9.3787 -2.4229 1.4422 0.2907
S 2.3670 0.0120 -2.5104 1.2751
H -8.9766 -1.8879 3.8696 0.3813
H -3.5706 11.1469 -1.3207 0.2621
H -6.7499 -7.6318 -4.0035 0.3238
C -4.0613 -3.7346 5.4525 -0.2412
H -1.3757 4.4126 2.3328 0.2633
C -0.8819 -3.6031 2.7645 -0.5199
H -7.2978 -2.4165 3.6880 0.0584
C -4.9094 -3.3066 6.6358 -1.1666
H 0.9188 -5.9661 -2.6461 0.3180
C -1.4252 -1.5126 -0.9914 -1.1663
H -8.2104 -5.0181 -3.3436 0.2659
H -5.2408 6.2634 -0.6560 0.4063
C 3.3163 3.9811 4.3291 -0.3404
C -0.5748 3.9329 1.7732 -0.7668
H -4.6976 -2.3474 4.2457 0.2716
C 6.3109 -1.7638 0.2831 -0.6615
H 2.5144 6.0767 8.9578 0.2733
H -3.9880 -4.8196 5.3994 0.2850
O 1.2460 -4.0404 -2.1707 -0.2953
H -5.0858 7.3460 0.7281 0.2567
C -4.5692 6.9656 -0.1534 -0.9146
O 6.1540 -6.7687 -0.7704 -0.5511
C 7.5016 -2.2396 1.0913 -0.2302
H 4.8008 -1.2779 -3.3240 0.1058
F -1.1127 1.3494 -2.1800 -0.3523
H -1.8471 2.4999 0.7758 0.2457
C -7.5561 -7.0645 -3.5322 -1.0801
H -0.0320 -4.0315 3.3028 0.3893
H 8.8923 -5.1540 -1.9260 0.3030
H 1.6153 3.9575 5.6471 0.2667
H -0.7515 -1.3186 -0.1504 0.3103
H 2.0234 7.9967 6.9603 0.2643
H -4.3424 -0.8457 -2.5015 0.1540
H 3.3247 -6.6939 -2.4547 0.4089
C -1.2626 -4.4807 1.5858 -0.3234
O -2.7563 9.6615 -0.1271 -0.4611
C -8.1528 -1.9856 3.1607 -0.7709
O 2.6156 4.5043 3.2013 -0.4877
H -3.3175 1.0812 -5.5556 0.1998
O -4.6397 -3.3081 4.2198 -0.4647
O -3.4851 5.2052 1.1541 -0.4912
F 3.2336 1.1594 -1.9123 -0.2455
H -1.0804 11.4830 -1.2896 0.3217
H -7.8705 -0.9909 2.8132 0.2592
H 8.3211 -1.5237 1.0393 0.2833
C 8.3479 -6.0020 -1.5070 -1.2294
H 0.4699 7.4340 9.4186 0.2858
H -6.0607 2.2698 -4.8928 0.2829
C 10.1882 0.9056 -3.2361 -0.3839
O -5.2016 0.8528 -3.6541 -0.4090
C 2.6389 4.3356 5.6386 -0.8046
H -1.1587 1.9274 2.2997 0.2818
H 10.4267 -0.2471 -1.4316 0.3431
H -2.1005 -4.0458 1.0427 0.2219
H 3.1781 3.9042 6.4840 0.3469
H -4.1323 2.3448 -6.4969 0.3818
O -6.2021 -5.0415 -3.3147 -0.4283
C 2.4563 7.1193 8.6477 -0.2379
C -5.3473 1.4407 -4.9441 -0.3417
H -4.0536 4.5592 0.7234 0.2684
H 6.7836 -4.8029 -0.6262 -0.0209
H 3.4548 7.5577 8.7479 0.2813
H -3.3383 9.5576 -2.0537 0.2567
H -8.5055 -7.4484 -3.9083 0.3279
H 2.7714 -5.9086 -0.9674 0.1887
H 6.5447 -7.0059 0.0762 0.3058
H -4.9913 -2.2179 6.6766 0.3447
C -0.7492 -0.9902 -2.2693 -0.1022
H 3.7874 -5.0237 -2.1033 0.0168
H 5.9540 -0.8083 0.6700 0.3704
N 0.9809 0.7826 -2.8530 -0.4631
H 4.3488 4.3474 4.3254 0.3088
H -5.9163 -3.7147 6.5452 0.2753
H -3.5773 2.6741 -4.8503 0.3255
H 1.7613 7.8634 10.5542 0.3246
H 2.5916 5.4158 5.7812 0.1724
C -8.5385 -2.8590 1.9818 -0.3127
H -1.5668 -5.4715 1.9432 0.3337
O -0.1969 -4.5972 0.6520 -0.3888
C -3.2762 6.2844 0.2446 -0.1031
H 7.1038 -2.2079 -5.9335 0.3936
H 8.7383 0.1182 -1.8394 0.2240
C -1.5461 10.7492 -1.9517 -1.0984
H 0.5612 -4.9705 1.1116 0.2468
H -5.7800 0.6660 -5.5755 0.2956
H 0.1831 0.4564 -0.9617 0.3947
C 9.7141 -0.1448 -2.2507 -0.7881
H 9.6245 -1.1188 -2.7394 0.2636
H -7.6523 -2.0236 -1.9009 0.3864
O 7.1890 -2.3741 2.4779 -0.5648
O 11.4747 0.6099 -3.7714 -0.5222
O 0.0638 1.8746 0.6294 -0.3380
H -2.7499 5.9193 -0.6450 0.2471
H -2.6212 6.9862 0.7564 0.2285
C -4.0185 1.9152 -5.5007 -1.0061
H 2.5819 5.4616 3.2934 0.2680
O 2.0744 7.0883 7.2747 -0.4889
H -2.3467 -0.9668 -0.7899 0.2691
H 1.3924 8.9204 9.1870 0.3233
H 10.2896 1.8733 -2.7468 0.3209
H -0.3817 4.5205 0.8739 0.2203
H -8.8378 -3.8552 2.3258 0.2684
H 6.5599 -1.6423 -0.7703 -0.0110
H -6.1820 -0.0638 -1.3762 0.1991
H 0.3360 3.9439 2.3761 0.2128
O -7.4820 -2.9691 1.0370 -0.3918
O 3.0401 -0.3470 -3.7169 -0.8506
H -1.7161 -3.5016 3.4609 -0.0592
H -1.6099 -2.5828 -1.0184 0.3668
C 2.9763 -5.7527 -2.0268 -0.6417
H 0.8713 1.8698 1.1547 0.1834
C 6.6174 -1.6111 -5.1599 -1.1602
C -6.5907 -2.0385 -2.1551 -0.9976
O 5.5895 -1.6952 -2.9563 -0.1433
H -1.4910 -0.9545 -3.0699 0.4731
```

Summary:
Max |F|: 0.022 hartree/bohr
E_LUMO: -0.79 eV
Gap between HOMO and LUMO: 8.58 eV
HOMO: -9.36 eV